i:
Here is 2 unconnected molecules or ions with the total composition C2HNO2S2 from the Open Molecules 2025 dataset. Energies are from ωB97M-V/def2-TZVPD.

Results
- frontier orbital gap (Eh) = 0.2562

CARTESIAN COORDINATES (ANGSTROEM)
1 C -0.971 0.069 -0.205
2 C 1.153 0.103 -0.075
3 H -3.487 0.658 1.411
4 N -0.726 1.349 -0.044
5 O 0.675 1.325 -0.043
6 O 0.060 -0.755 -0.217
7 S -2.542 -0.525 0.032
8 S 2.642 -0.456 0.134

ii:
Here is C2HNO2S2 in the gas phase from the Open Molecules 2025 dataset. Energies are from ωB97M-V/def2-TZVPD.

Results
- frontier orbital gap (Eh) = 0.2980
- SMILES string = S=c1o[nH]oc1=S

CARTESIAN COORDINATES (ANGSTROEM)
1 C -0.371 0.767 0.556
2 C -0.038 0.388 -0.870
3 H 0.816 -1.946 0.594
4 N -0.039 -1.443 0.396
5 O -0.071 -0.369 1.306
6 O 0.275 -0.911 -0.887
7 S -0.618 2.205 1.042
8 S 0.047 1.309 -2.137

In order of decreasing stability: ii, i.

i:
Here is 2 unconnected molecules or ions with the total composition C2H7ClSSi from the Open Molecules 2025 dataset. Energies are from ωB97M-V/def2-TZVPD.

Results
- frontier orbital gap (Eh) = 0.2790

CARTESIAN COORDINATES (ANGSTROEM)
1 C 0.279 -0.290 1.623
2 C 0.459 0.036 -1.658
3 Si -0.546 -0.180 -0.047
4 S -1.992 2.616 0.328
5 Cl -2.202 -1.337 0.084
6 H 0.698 -1.236 1.716
7 H 1.124 0.254 1.743
8 H -0.482 -0.171 2.426
9 H -0.189 0.380 -2.471
10 H 1.269 0.613 -1.373
11 H 0.707 -0.979 -1.906
12 H -3.378 2.255 0.131

ii:
Here is 2 unconnected molecules or ions with the total composition C2H7ClSSi from the Open Molecules 2025 dataset. Energies are from ωB97M-V/def2-TZVPD.

Results
- frontier orbital gap (Eh) = 0.3151
- SMILES string = C=[Si](C)Cl.S

CARTESIAN COORDINATES (ANGSTROEM)
1 C 1.645 0.523 -1.402
2 C 0.603 -0.292 1.803
3 Si 0.646 0.580 0.215
4 S -3.512 -0.792 -0.253
5 Cl -0.706 2.041 -0.161
6 H 1.984 1.444 -1.596
7 H 2.465 -0.295 -1.295
8 H 0.840 0.218 -2.264
9 H -2.869 -0.585 0.915
10 H 1.178 -1.256 2.082
11 H 0.048 -0.030 2.582
12 H -2.321 -1.557 -0.624

In order of decreasing stability: i, ii.

i:
Here is a molecular structure, C5H9F from the Open Molecules 2025 dataset. Energies are from ωB97M-V/def2-TZVPD.

Results
- frontier orbital gap (Eh) = 0.3190

CARTESIAN COORDINATES (ANGSTROEM)
1 C 0.672 -0.682 1.491
2 C 0.194 -0.197 0.287
3 C -0.262 -1.511 -0.602
4 C 0.083 1.108 -0.062
5 C -0.498 1.822 -0.944
6 H 0.643 -2.421 1.180
7 H 2.158 -0.303 1.390
8 H -0.201 -0.133 2.733
9 H 0.591 -1.761 -1.333
10 H -1.460 -1.505 -1.518
11 H -0.574 -2.608 0.166
12 H 0.407 1.661 0.752
13 H -1.571 1.883 -0.817
14 H -0.215 1.390 -1.866
15 F 0.031 3.256 -0.858

ii:
Here is C5H9F in the gas phase from the Open Molecules 2025 dataset. Energies are from ωB97M-V/def2-TZVPD.

Results
- frontier orbital gap (Eh) = 0.4015
- SMILES string = CC1(C)C[C@@H]1F

CARTESIAN COORDINATES (ANGSTROEM)
1 C -1.412 -0.579 -0.590
2 C -0.091 -0.032 -0.036
3 C -0.098 1.530 0.120
4 C 0.671 -0.744 1.015
5 C 1.179 -0.662 -0.414
6 H -1.407 -1.663 -0.735
7 H -2.209 -0.327 0.057
8 H -1.419 -0.111 -1.623
9 H -0.872 1.758 0.790
10 H 0.776 2.035 0.467
11 H -0.341 2.049 -0.764
12 H 1.137 -0.037 1.725
13 H 0.616 -1.731 1.458
14 H 1.240 -1.683 -0.825
15 F 2.230 0.197 -0.645

In order of decreasing stability: ii, i.

i:
Here is C6H11NS in the gas phase from the Open Molecules 2025 dataset. Energies are from ωB97M-V/def2-TZVPD.

Results
- frontier orbital gap (Eh) = 0.3460
- SMILES string = SCC1C[C@@H]2N[C@H]2C1

CARTESIAN COORDINATES (ANGSTROEM)
1 C 1.812 0.568 -0.464
2 C 0.590 0.126 0.338
3 C -0.651 1.193 0.198
4 C -1.604 0.336 -0.569
5 C -1.492 -0.933 0.162
6 C -0.056 -1.304 -0.025
7 H 3.510 -0.203 1.012
8 H 1.546 0.645 -1.499
9 H 2.126 1.576 -0.135
10 H 0.870 0.073 1.445
11 H -0.306 2.130 -0.233
12 H -1.019 1.478 1.184
13 H -1.200 0.217 -1.591
14 H -3.450 -0.421 0.167
15 H -1.593 -0.776 1.246
16 H 0.333 -2.087 0.664
17 H 0.077 -1.538 -1.099
18 N -2.738 -0.582 -0.541
19 S 3.245 -0.497 -0.262

ii:
Here is C6H11NS in the gas phase from the Open Molecules 2025 dataset. Energies are from ωB97M-V/def2-TZVPD.

Results
- frontier orbital gap (alpha / beta) (Eh) = 0.2836 / 0.2837

CARTESIAN COORDINATES (ANGSTROEM)
1 C 0.864 -0.216 -0.242
2 C 0.479 1.183 -0.512
3 C -0.386 -0.597 0.379
4 C 0.986 2.348 0.164
5 C 2.238 -2.008 0.034
6 C -3.233 -0.208 -0.204
7 N 2.047 -0.641 -0.335
8 S -1.689 -1.085 -0.736
9 H -0.466 1.196 -0.962
10 H -0.263 -1.013 1.404
11 H 0.158 3.146 -0.012
12 H 1.811 2.842 -0.445
13 H 1.244 2.331 1.208
14 H 2.558 -2.020 1.098
15 H 2.951 -2.472 -0.651
16 H 1.269 -2.676 0.066
17 H -3.327 -0.409 0.885
18 H -4.061 -0.597 -0.830
19 H -3.179 0.897 -0.307

In order of decreasing stability: i, ii.

i:
Here is 2 unconnected molecules or ions with the total composition C6H11NS from the Open Molecules 2025 dataset. Energies are from ωB97M-V/def2-TZVPD.

Results
- frontier orbital gap (Eh) = 0.2874

CARTESIAN COORDINATES (ANGSTROEM)
1 C -0.249 -0.443 -1.558
2 C 1.328 -1.559 -3.088
3 C -0.685 -1.202 2.519
4 C -1.498 0.000 2.868
5 C 0.755 1.926 -1.074
6 C -0.098 0.713 -0.609
7 N 0.756 -0.812 -2.216
8 S 0.067 -2.116 3.686
9 H 1.054 -1.523 -4.118
10 H 1.972 -2.474 -2.807
11 H -0.389 -1.280 1.532
12 H -1.075 0.380 3.835
13 H -2.530 -0.361 2.903
14 H -1.298 0.708 2.039
15 H 1.528 1.659 -1.784
16 H 1.201 2.576 -0.352
17 H 0.066 2.547 -1.766
18 H -1.126 1.061 -0.275
19 H 0.221 0.200 0.265

ii:
Here is C6H11NS in the gas phase from the Open Molecules 2025 dataset. Energies are from ωB97M-V/def2-TZVPD.

Results
- frontier orbital gap (Eh) = 0.3574
- SMILES string = C=C[C@@H]1C[C@H](N)[C@@H]1S

CARTESIAN COORDINATES (ANGSTROEM)
1 C 1.333 0.710 0.619
2 C 0.035 0.659 1.419
3 C -0.216 -0.751 0.708
4 C -1.541 -1.173 0.329
5 C -2.287 -2.097 0.953
6 C 0.778 -0.349 -0.309
7 H 0.923 2.461 -0.546
8 H 1.841 2.784 1.038
9 H 2.192 0.386 1.242
10 H -0.657 1.467 1.195
11 H 0.348 0.736 2.433
12 H -0.089 -1.545 1.529
13 H -1.852 -0.586 -0.575
14 H -3.370 -2.186 0.370
15 H -2.158 -2.925 1.764
16 H 1.331 -1.249 -0.565
17 H 0.993 0.985 -2.034
18 N 1.694 2.142 0.123
19 S 0.002 0.168 -1.814

iii:
Here is C6H11NS in the gas phase from the Open Molecules 2025 dataset. Energies are from ωB97M-V/def2-TZVPD.

Results
- frontier orbital gap (Eh) = 0.3015
- SMILES string = C[C@@]12CSC[C@@]1(N)C2

CARTESIAN COORDINATES (ANGSTROEM)
1 C 1.004 0.669 1.577
2 C -0.085 0.711 0.328
3 C 0.671 1.198 -0.835
4 C 0.486 -1.553 -0.149
5 C -0.788 -0.708 -0.253
6 C -1.413 0.136 0.731
7 H 0.741 0.203 2.572
8 H 2.068 0.312 1.421
9 H 1.387 1.886 1.829
10 H 0.091 1.386 -1.765
11 H 1.601 1.992 -1.123
12 H 0.516 -2.766 -0.492
13 H 0.890 -1.536 0.867
14 H -0.941 -0.912 -2.363
15 H -2.507 -0.711 -1.456
16 H -2.326 0.619 0.235
17 H -1.467 0.089 1.769
18 N -1.383 -0.546 -1.437
19 S 1.455 -0.469 -1.459

In order of decreasing stability: ii, i, iii.